Record 1
Computed, not measured: the molecule C3H10N2, with ωB97M-V with the def2-TZVPD basis set.

## Properties
- net charge = 0
- SMILES string = NCCCN

Structure (XYZ):
```
15
Properties=species:S:1:pos:R:3:forces:R:3
N 1.93516 1.79053 -0.30545 2.280 -1.965 3.086
N -2.25428 -1.18402 0.20120 1.464 -0.041 1.413
C -0.11447 0.19754 0.46228 0.604 -2.461 -0.850
C 1.27247 0.46308 -0.34896 -2.209 -0.516 0.149
C -0.76437 -1.12579 -0.14121 -0.310 -1.086 -0.403
H -0.13753 -2.03790 0.22645 -1.107 1.379 -0.199
H 1.92343 -0.34689 -0.07453 0.762 -0.013 0.262
H -0.19056 -0.05156 1.54426 1.195 0.533 -0.319
H 0.92711 0.14398 -1.38367 0.695 1.079 0.790
H -2.26098 -1.18748 1.24870 -0.461 -0.089 -1.247
H -2.77076 -2.02515 -0.10762 0.930 0.530 0.160
H -0.77955 1.00449 0.35731 -0.943 1.155 -0.610
H 1.22097 2.50587 -0.32199 0.281 0.281 0.585
H -0.70649 -1.25872 -1.25505 0.050 0.729 0.852
H 2.64641 1.79883 0.66324 -3.230 0.485 -3.669
```
Forces are in eV/Å.

Here are the Mulliken charges for atoms 1 to 6, given in e: atom 1 (N): -0.59, atom 2 (N): -0.61, atom 3 (C): -0.49, atom 4 (C): -0.58, atom 5 (C): -0.48, atom 6 (H): 0.21



Record 2
Computed, not measured: a cluster of 2 separate species, C3H10N2 in total, with ωB97M-V with the def2-TZVPD basis set.

## Properties
- net charge = 0
- SMILES string = C=C.NCN

Structure (XYZ):
```
15
Properties=species:S:1:pos:R:3:forces:R:3
N -0.43395 -2.23940 -0.37844 0.603 -0.202 0.769
N -2.75136 -1.96856 -0.65124 -0.402 -0.567 1.385
C 2.11271 3.81893 0.13875 -0.123 -1.468 0.734
C -1.65200 -2.94690 -0.65618 -0.115 0.492 -0.864
C 2.65776 3.58880 1.32999 0.045 1.673 0.159
H -1.71667 -3.43502 -1.63653 0.310 0.064 -0.173
H -1.69328 -3.76722 0.06547 -0.376 0.141 0.322
H 2.56442 2.71864 1.96121 -0.213 -0.375 -0.441
H 3.14875 4.42005 1.83069 0.291 -0.125 -0.053
H 1.53588 2.99728 -0.26429 -0.091 0.129 -0.520
H 2.19465 4.72853 -0.43140 0.090 0.165 0.121
H -0.22562 -1.31444 -0.70746 -0.638 0.039 -0.632
H -2.54745 -1.33232 0.12245 0.123 0.101 -0.192
H 0.37780 -2.81364 -0.45540 0.416 -0.258 -0.007
H -3.57164 -2.45473 -0.26761 0.080 0.192 -0.607
```
Forces are in eV/Å.

Here are the Mulliken charges for atoms 1 to 6, given in e: atom 1 (N): -0.50, atom 2 (N): -0.63, atom 3 (C): -0.41, atom 4 (C): -0.18, atom 5 (C): -0.47, atom 6 (H): 0.25



Record 3
Computed, not measured: a cluster of 2 separate species, C3H10N2 in total, with ωB97M-V with the def2-TZVPD basis set.

## Properties
- net charge = 0
- SMILES string = C=NC.CN

Structure (XYZ):
```
15
Properties=species:S:1:pos:R:3:forces:R:3
N -0.70504 1.67825 2.08754 -2.064 1.013 -1.655
N 2.07268 -2.39711 -2.51014 -0.375 0.155 1.917
C -2.13828 1.16813 1.86915 -0.051 -0.347 1.191
C 1.50330 -1.95266 -1.20101 0.276 1.016 2.226
C -0.39839 2.48614 1.13962 -0.440 -1.114 0.384
H 1.68840 -0.80453 -0.99742 -0.574 -2.160 -0.659
H 2.01583 -2.43031 -0.22404 -1.021 0.617 -2.407
H 0.37029 -2.16620 -1.11870 1.813 0.445 -0.117
H 1.33033 -2.89810 -2.95837 0.032 -0.078 -0.685
H -0.95374 2.66614 0.21476 -0.720 -0.247 0.220
H 2.36138 -1.59764 -3.04687 -0.155 0.010 -0.271
H -2.88562 1.73476 2.48549 1.007 0.165 -0.405
H 0.49351 3.05135 1.09248 1.321 0.242 0.676
H -2.28119 0.14526 2.36812 0.544 1.067 -1.497
H -2.47348 1.31652 0.79937 0.407 -0.783 1.081
```
Forces are in eV/Å.

Here are the Mulliken charges for atoms 1 to 6, given in e: atom 1 (N): -0.38, atom 2 (N): -0.52, atom 3 (C): -0.62, atom 4 (C): -0.51, atom 5 (C): -0.19, atom 6 (H): 0.18



Record 4
Computed, not measured: the molecule C3H10N2, with ωB97M-V with the def2-TZVPD basis set.

## Properties
- net charge = 0
- SMILES string = CCNCN

Structure (XYZ):
```
15
Properties=species:S:1:pos:R:3:forces:R:3
N -0.42920 0.27849 -0.21275 -1.404 -2.147 1.251
N 0.26459 2.02815 -1.48589 1.907 0.601 -2.545
C -0.55369 -1.28078 1.72874 0.007 -0.090 0.146
C 0.74218 0.77407 -0.87761 -1.011 0.589 0.371
C -0.33508 -1.20034 0.20627 -0.517 1.129 -1.315
H -0.89974 -1.92683 -0.58226 0.818 1.584 2.266
H -1.53460 -0.98091 2.15641 0.569 -0.088 -0.608
H -1.36393 0.71378 -0.42579 1.766 -1.121 -0.140
H 1.51348 0.79085 -0.00438 -0.397 0.376 -2.009
H 0.97725 0.09289 -1.70501 0.753 0.185 0.129
H 0.17784 2.76852 -0.82717 0.048 0.532 0.562
H 0.78150 2.42616 -2.36950 -1.028 -1.411 2.596
H 0.72898 -1.51971 0.13384 -0.544 0.476 -0.493
H 0.25412 -0.68199 2.20599 -0.716 -0.006 -0.395
H -0.32370 -2.28234 2.05912 -0.249 -0.609 0.184
```
Forces are in eV/Å.

Here are the Mulliken charges for atoms 1 to 6, given in e: atom 1 (N): -0.30, atom 2 (N): -0.57, atom 3 (C): -0.95, atom 4 (C): -0.30, atom 5 (C): -0.48, atom 6 (H): 0.28



Record 5
Computed, not measured: a cluster of 2 separate species, C3H10N2 in total, with ωB97M-V with the def2-TZVPD basis set.

## Properties
- net charge = 0
- SMILES string = C=N.CCN

Structure (XYZ):
```
15
Properties=species:S:1:pos:R:3:forces:R:3
N 0.25430 1.15566 -0.63604 0.055 -1.679 -1.404
N 2.19237 -0.02108 2.51985 -2.399 -2.123 -0.348
C -1.01537 0.68016 -1.32812 3.269 -1.624 -0.367
C -1.40821 -0.74893 -0.80115 -1.613 1.560 1.616
C 1.27978 -0.50790 1.71442 2.001 -1.341 0.302
H 2.90707 -0.79389 2.58921 -0.015 1.652 -0.901
H -0.67264 -1.58070 -0.85040 -0.502 0.754 -0.720
H -0.81314 0.57767 -2.44452 -0.541 0.506 1.253
H 0.18478 -0.45096 1.65076 0.546 1.678 0.398
H -2.43914 -0.92902 -1.22518 1.233 -0.593 0.221
H 0.13818 2.04025 -0.20585 0.214 0.796 0.096
H 1.58016 -1.29774 0.97747 -0.092 0.132 0.658
H -1.72891 1.44123 -1.09707 -0.913 0.039 -0.177
H -1.59812 -0.62835 0.32057 0.177 -0.154 -1.324
H 1.13889 1.06361 -1.18395 -1.421 0.398 0.697
```
Forces are in eV/Å.

Here are the Mulliken charges for atoms 1 to 6, given in e: atom 1 (N): -0.44, atom 2 (N): -0.56, atom 3 (C): -0.34, atom 4 (C): -0.91, atom 5 (C): 0.01, atom 6 (H): 0.27



Record 6
Computed, not measured: a cluster of 2 separate species, C3H10N2 in total, with ωB97M-V with the def2-TZVPD basis set.

## Properties
- net charge = 0
- SMILES string = C=CN.CN

Structure (XYZ):
```
15
Properties=species:S:1:pos:R:3:forces:R:3
N -2.90541 -0.60202 1.31847 -0.104 -0.323 0.139
N 2.80098 0.81883 0.49921 -0.079 -0.336 -0.277
C 2.58465 1.18526 -0.83350 -0.013 0.289 0.470
C -3.55676 -1.55209 0.40875 0.930 -0.584 -0.202
C 1.91832 0.52002 -1.76555 0.278 -0.062 -0.604
H -3.17100 -0.82992 2.27095 -0.077 0.158 0.000
H 1.40177 -0.41642 -1.60447 0.008 -0.026 0.147
H -3.38152 -2.60858 0.65895 -0.326 0.046 0.352
H -1.90485 -0.76868 1.28966 -0.028 0.129 -0.063
H 2.59866 1.52854 1.18552 0.064 0.041 -0.026
H 1.98587 0.88692 -2.78741 -0.211 -0.104 0.208
H 2.39110 -0.07200 0.73822 -0.100 0.079 0.123
H -3.06514 -1.49078 -0.56273 -0.342 0.440 -0.194
H 3.06439 2.11859 -1.09519 0.052 0.116 -0.039
H -4.62208 -1.37331 0.31781 -0.051 0.137 -0.033
```
Forces are in eV/Å.

Here are the Mulliken charges for atoms 1 to 6, given in e: atom 1 (N): -0.55, atom 2 (N): -0.50, atom 3 (C): 0.12, atom 4 (C): -0.67, atom 5 (C): -0.78, atom 6 (H): 0.22



Record 7
Computed, not measured: a cluster of 2 separate species, C3H10N2 in total, with ωB97M-V with the def2-TZVPD basis set.

## Properties
- net charge = 0
- SMILES string = [H]/N=N\[H].CCC

Structure (XYZ):
```
15
Properties=species:S:1:pos:R:3:forces:R:3
N 1.22849 1.42059 1.32030 -0.481 1.308 -1.030
N 0.51692 1.99879 0.42129 1.483 0.093 1.482
C -0.33878 -0.78811 -1.50533 -0.149 -0.118 0.082
C -0.87024 -0.25157 -0.18777 0.666 2.213 -0.509
C -0.33217 -0.86993 1.03234 1.344 1.144 1.167
H -0.65698 -0.16917 -2.34470 -0.004 -0.019 -0.017
H -0.42587 0.92587 -0.09639 -1.694 -2.329 -0.468
H -0.69083 -1.80591 -1.68386 0.032 -0.057 -0.053
H 0.75224 -0.81316 -1.49775 0.060 -0.022 -0.004
H 2.17805 1.14526 1.00013 -0.310 0.112 -0.251
H 1.00601 2.15778 -0.47827 0.160 -0.351 0.166
H 0.51196 -0.08843 1.42099 -1.126 -1.908 -0.464
H 0.09654 -1.86202 0.90752 0.143 0.024 0.012
H -1.95516 -0.14440 -0.18340 0.038 0.086 -0.069
H -1.02020 -0.85558 1.87491 -0.162 -0.175 -0.044
```
Forces are in eV/Å.

Here are the Mulliken charges for atoms 1 to 6, given in e: atom 1 (N): -0.35, atom 2 (N): -0.30, atom 3 (C): -1.25, atom 4 (C): -0.07, atom 5 (C): -0.91, atom 6 (H): 0.35



Record 8
Computed, not measured: a cluster of 2 separate species, C3H10N2 in total, with ωB97M-V with the def2-TZVPD basis set.

## Properties
- net charge = 0
- SMILES string = C=CN.CN

Structure (XYZ):
```
15
Properties=species:S:1:pos:R:3:forces:R:3
N -1.29798 0.44861 -3.42344 -0.198 -0.047 -0.244
N 0.57844 1.31389 3.08229 0.449 -0.075 -0.188
C 1.11183 0.31741 4.00082 -0.039 -0.045 -0.063
C -0.46166 -1.78511 -3.05476 0.269 0.290 0.057
C -0.30370 -0.51195 -3.40561 -0.152 0.105 -0.123
H -2.23783 0.15546 -3.22467 0.035 0.015 0.206
H 1.75455 0.82353 4.71852 0.032 -0.063 0.057
H 1.72914 -0.41797 3.47830 -0.016 0.098 -0.080
H 0.35723 -0.24629 4.55601 -0.091 0.082 0.105
H -1.10034 1.41388 -3.23975 0.177 -0.035 -0.013
H -1.37741 -2.14103 -2.61243 -0.145 -0.175 -0.025
H 0.64721 -0.18447 -3.81037 0.035 0.123 0.124
H 0.38192 -2.44275 -3.16219 -0.022 -0.276 0.020
H -0.25563 1.03717 2.59197 -0.085 0.001 0.117
H 0.47422 2.21962 3.50528 -0.250 0.002 0.050
```
Forces are in eV/Å.

Here are the Mulliken charges for atoms 1 to 6, given in e: atom 1 (N): -0.44, atom 2 (N): -0.50, atom 3 (C): -0.63, atom 4 (C): -0.83, atom 5 (C): 0.15, atom 6 (H): 0.18



Record 9
Computed, not measured: a structure of composition C3H10N2O, with ωB97M-V with the def2-TZVPD basis set.

## Properties
- net charge = 0

Structure (XYZ):
```
16
Properties=species:S:1:pos:R:3:forces:R:3
O 1.77190 -0.11183 1.38836 0.231 -0.450 -0.020
N -0.41989 -0.88111 -0.28524 3.314 -0.641 2.695
N -2.49153 1.65701 1.09285 2.859 2.287 0.909
C -1.72080 1.71379 0.06495 -1.882 -0.798 0.725
C 0.25784 -0.34502 -1.45186 0.641 0.597 -0.921
C 1.80500 -1.26613 0.91405 4.357 1.048 2.461
H -0.20202 0.52724 -1.93310 -0.398 -0.192 0.287
H 2.51220 -1.45353 0.08824 -1.005 0.021 -0.946
H -2.07706 1.02102 1.77954 -1.922 -1.430 -0.323
H 1.85061 -2.10737 1.62269 -1.333 -0.294 -0.120
H 0.57948 -0.89275 0.51267 -4.174 -1.217 -3.164
H -1.74756 0.79672 -0.52545 1.156 0.379 -0.492
H -0.61605 -0.16268 0.41203 -0.737 0.504 -0.563
H 0.34133 -1.09881 -2.23902 -0.164 -0.109 0.235
H -1.12520 2.60112 -0.18697 -0.882 0.328 -0.861
H 1.28175 0.00230 -1.25374 -0.062 -0.032 0.096
```
Forces are in eV/Å.

Here are the Mulliken charges for atoms 1 to 6, given in e: atom 1 (O): -0.44, atom 2 (N): -0.72, atom 3 (N): -0.56, atom 4 (C): -0.45, atom 5 (C): -0.66, atom 6 (C): -0.11



Record 10
Computed, not measured: a cluster of 2 separate species, C3H10N2O in total, with ωB97M-V with the def2-TZVPD basis set.

## Properties
- net charge = 0
- SMILES string = CC=O.NCN

Structure (XYZ):
```
16
Properties=species:S:1:pos:R:3:forces:R:3
O 0.20770 -0.06256 2.74057 -0.228 0.016 0.134
N 1.16774 -1.30747 -2.15383 0.414 -0.497 0.335
N -1.03956 -0.21576 -1.79170 0.166 -0.038 0.269
C -0.37178 0.88989 2.28777 1.044 -0.302 -0.205
C 0.11118 -0.95560 -1.24491 -0.719 0.502 -0.237
C -0.01205 1.57730 1.01022 -0.978 1.580 -0.401
H 0.45098 -0.35339 -0.40969 0.506 -0.022 -0.136
H -1.64750 -0.79211 -2.35763 0.131 -0.042 -0.142
H 1.48633 -0.62414 -2.82439 -0.247 0.068 0.139
H 1.03387 -2.21312 -2.57038 0.016 0.083 -0.275
H -0.80782 1.34217 0.29157 0.001 -0.035 -0.002
H -1.23097 1.34887 2.81289 -0.094 -0.123 -0.004
H 0.93418 1.48201 0.49172 0.327 -0.736 0.560
H -0.12389 2.66032 1.18362 -0.102 -0.182 0.030
H -0.26709 -1.86158 -0.79085 -0.053 -0.302 0.024
H -0.69161 0.54624 -2.36065 -0.182 0.030 -0.088
```
Forces are in eV/Å.

Here are the Mulliken charges for atoms 1 to 6, given in e: atom 1 (O): -0.47, atom 2 (N): -0.53, atom 3 (N): -0.56, atom 4 (C): 0.20, atom 5 (C): -0.13, atom 6 (C): -1.03



Record 11
Computed, not measured: a cluster of 2 separate species, C3H10N2O in total, with ωB97M-V with the def2-TZVPD basis set.

## Properties
- net charge = 0
- SMILES string = CC=O.NCN

Structure (XYZ):
```
16
Properties=species:S:1:pos:R:3:forces:R:3
O -1.71756 0.02358 1.15215 0.073 0.123 0.078
N 3.36871 1.40260 -0.77351 -0.224 0.285 0.447
N 1.39742 0.54692 0.40169 0.055 -0.320 -0.208
C -3.08818 -1.85786 0.60588 -0.073 0.257 0.482
C -2.27420 -0.63726 0.31822 -0.123 -0.220 -0.242
C 2.00632 0.90951 -0.87321 0.154 0.150 -0.104
H 1.33466 1.28585 1.09116 0.008 0.240 -0.300
H 3.82515 0.89556 -0.02063 0.120 -0.082 -0.123
H 2.01810 0.00358 -1.47282 0.008 -0.235 -0.063
H -2.94795 -2.13591 1.64594 0.094 -0.205 0.038
H 0.45967 0.22101 0.21089 -0.133 -0.035 0.372
H 3.34311 2.37439 -0.46971 0.092 -0.153 -0.096
H -2.19770 -0.37843 -0.75475 0.044 0.163 -0.068
H 1.43842 1.63809 -1.46144 -0.041 0.183 0.097
H -4.14724 -1.63606 0.47571 -0.079 0.062 -0.218
H -2.81874 -2.65557 -0.07557 0.025 -0.211 -0.091
```
Forces are in eV/Å.

Here are the Mulliken charges for atoms 1 to 6, given in e: atom 1 (O): -0.48, atom 2 (N): -0.61, atom 3 (N): -0.58, atom 4 (C): -0.97, atom 5 (C): 0.26, atom 6 (C): -0.32



Record 12
Computed, not measured: a cluster of 2 separate species, C3H10N2O in total, with ωB97M-V with the def2-TZVPD basis set.

## Properties
- net charge = 0
- SMILES string = C=C(C)O.NN

Structure (XYZ):
```
16
Properties=species:S:1:pos:R:3:forces:R:3
O 1.04433 -1.22513 0.10818 -0.766 2.850 -2.054
N -1.05406 1.79981 -2.35734 -0.686 -0.280 1.267
N -0.56661 0.44221 -2.52660 0.597 -0.167 1.768
C 0.48411 -1.72317 2.31063 -0.090 2.072 2.251
C 0.59147 -0.65713 1.26951 -0.298 2.035 0.760
C 0.36132 0.66936 1.48128 0.573 -1.625 -3.452
H -1.07735 0.15585 -3.34365 0.097 -0.760 -0.021
H -0.56885 2.29218 -1.57337 -0.368 -0.864 -0.965
H 0.85003 -1.45274 3.35397 0.827 -0.144 -1.613
H 0.11289 0.95052 2.43143 -0.732 0.819 2.204
H 0.35176 1.44533 0.67004 0.282 -0.926 0.851
H 0.99786 -0.46684 -0.60796 0.436 -2.263 1.778
H -0.48565 -1.96988 2.69687 -1.128 -0.373 -1.046
H -2.03195 1.65927 -2.05890 0.525 0.846 0.006
H 0.96495 -2.47658 1.79115 0.961 -2.400 0.181
H -0.75671 -0.18789 -1.67401 -0.232 1.178 -1.915
```
Forces are in eV/Å.

Here are the Mulliken charges for atoms 1 to 6, given in e: atom 1 (O): -0.52, atom 2 (N): -0.53, atom 3 (N): -0.42, atom 4 (C): -1.15, atom 5 (C): 0.92, atom 6 (C): -0.92



The evaluated ΔE to the lowest compared entry with this formula, charge and spin for the records listed, in turn: 40.2 37.2 53.5 38.1 54.2 25.8 76.8 25.7 185.2 34.7 30.1 76.8 kcal per mole.
The evaluated largest force on an atom for the records listed, in turn: 4.91 1.68 2.83 3.24 3.67 1.12 2.92 0.49 5.38 1.90 0.58 3.86 eV/Å.
The evaluated gap between HOMO and LUMO for the records listed, in turn: 0.380 0.368 0.375 0.342 0.367 0.345 0.351 0.341 0.276 0.368 0.365 0.355 Ha.